Entry 1:
{
  "formula": "C15H17ClN4O2S2",
  "method": "ωB97M-V with the def2-TZVPD basis set",
  "species": ["C", "C", "N", "C", "C", "C", "N", "C", "C", "C", "C", "S", "N", "C", "C", "C", "N", "O", "O", "C", "C", "C", "Cl", "S", "H", "H", "H", "H", "H", "H", "H", "H", "H", "H", "H", "H", "H", "H", "H", "H", "H"],
  "xyz": [[-1.082, -3.479, 4.517], [-1.368, -3.586, 2.922], [-0.311, -2.855, 2.133], [0.869, -3.603, 1.705], [0.730, -4.223, 0.270], [-0.471, -1.471, 1.817], [-1.639, -0.909, 2.011], [-1.599, 0.425, 1.476], [-2.885, 1.284, 1.581], [-0.409, 0.758, 0.883], [-0.054, 1.948, 0.040], [0.383, 3.354, 0.854], [0.194, 1.554, -1.221], [0.854, 2.335, -2.215], [0.733, 3.680, -2.415], [1.338, 4.313, -3.533], [0.974, 5.626, -3.897], [0.129, 6.241, -3.132], [1.447, 6.134, -4.918], [2.107, 3.536, -4.439], [2.159, 2.139, -4.254], [1.528, 1.550, -3.143], [1.692, -0.222, -2.933], [0.779, -0.510, 0.940], [-1.955, -3.893, 4.914], [-1.054, -2.489, 4.872], [-0.190, -4.008, 4.844], [-1.355, -4.618, 2.582], [-2.352, -3.287, 2.640], [1.811, -2.940, 1.650], [0.963, -4.469, 2.313], [0.727, -3.423, -0.525], [1.540, -4.859, 0.009], [-0.184, -4.858, 0.175], [-3.772, 0.707, 1.381], [-2.794, 2.090, 0.859], [-3.045, 1.644, 2.650], [0.021, 0.628, -1.427], [0.279, 4.296, -1.704], [2.559, 3.954, -5.366], [2.706, 1.505, -4.914]],
  "forces_ev_per_a": [[-0.157, -0.727, -3.015], [2.512, 0.715, 1.069], [-0.158, 1.621, -0.146], [0.380, 0.989, -2.266], [-1.387, 1.327, -0.433], [-0.788, -2.715, 0.087], [1.422, 1.877, -0.774], [-0.424, -0.912, 0.552], [1.458, -0.323, 1.136], [-1.424, 0.577, -0.371], [1.082, -0.132, 2.315], [-0.707, -0.730, -1.215], [0.488, 4.211, 0.434], [-0.612, -2.369, 0.046], [1.164, 1.255, -1.289], [0.459, -3.432, -0.173], [-2.090, 4.123, 1.024], [2.636, -1.987, -2.324], [-0.576, -0.898, 1.451], [-0.560, -0.267, -0.335], [-0.458, 0.761, 1.356], [1.265, -0.105, -1.426], [-0.186, 1.311, -0.209], [-1.217, -1.048, 0.979], [-1.178, -1.006, 1.154], [0.205, 1.418, 0.013], [-0.028, -0.142, -0.212], [0.465, -0.276, 0.209], [-0.533, 0.939, 0.086], [-1.363, -1.038, 0.714], [0.544, -0.307, 1.190], [-0.311, -0.714, 0.813], [1.010, -0.587, 0.111], [0.489, 0.690, 0.123], [-0.165, -0.474, -0.371], [-0.208, 0.333, 0.276], [0.538, -0.130, -1.391], [-0.389, -2.160, -0.595], [-0.992, 0.638, 0.800], [-0.463, -0.129, 1.065], [0.255, -0.176, -0.458]],
  "mulliken_charge": [-1.07, -0.80, 0.29, -0.75, -0.88, 0.45, -0.47, -0.09, -1.19, 0.39, -0.03, -0.27, -0.20, 0.21, -0.26, -0.42, 0.89, -0.55, -0.56, -0.40, -0.56, 0.44, -0.20, -0.12, 0.40, 0.32, 0.30, 0.38, 0.47, 0.31, 0.39, 0.12, 0.44, 0.27, 0.35, 0.35, 0.25, 0.37, 0.61, 0.39, 0.43],
  "spin_multiplicity": 1,
  "smiles": "CCN(CC)c1nc(C)c(C(=S)Nc2cc([N+](=O)[O-])ccc2Cl)s1",
  "lumo_ev": -1.33
}


Entry 2:
{
  "formula": "C3H6O2",
  "method": "ωB97M-V with the def2-TZVPD basis set",
  "species": ["C", "C", "O", "H", "H", "H", "H", "C", "O", "H", "H"],
  "xyz": [[-0.133, 1.580, -0.356], [0.725, 1.484, 0.890], [1.914, 1.303, 0.826], [0.521, 1.985, -1.125], [-1.022, 2.182, -0.211], [-0.329, 0.535, -0.611], [0.320, 1.683, 1.903], [-0.462, -2.691, -0.345], [-1.475, -2.285, -0.837], [-0.605, -3.211, 0.620], [0.545, -2.563, -0.754]],
  "forces_ev_per_a": [[0.827, -0.420, 0.683], [0.455, 0.922, 0.074], [0.112, -0.343, -0.121], [-0.154, 0.068, -0.144], [-0.203, -0.185, -0.061], [-0.533, 0.165, -0.221], [-0.537, -0.228, -0.228], [-0.934, -0.355, 1.081], [0.080, 0.496, -0.884], [0.771, -0.190, 0.051], [0.116, 0.070, -0.231]],
  "mulliken_charge": [-0.56, 0.08, -0.47, 0.25, 0.28, 0.07, 0.35, -0.11, -0.38, 0.23, 0.26],
  "spin_multiplicity": 1,
  "smiles": "CC=O.C=O",
  "de_lowest_ev": 2.017,
  "lumo_ev": 0.68
}


Entry 3:
{
  "formula": "C2H3O3S",
  "method": "ωB97M-V with the def2-TZVPD basis set",
  "species": ["C", "C", "O", "O", "O", "S", "H", "H", "H"],
  "xyz": [[0.146, -0.131, 0.145], [-0.750, -0.647, -0.905], [-0.784, 1.618, -2.367], [-0.163, -0.625, -3.261], [-1.230, -0.423, 0.419], [-1.196, 0.209, -2.565], [0.791, -0.527, 0.908], [0.231, 0.936, -0.065], [-0.710, -1.794, -1.231]],
  "forces_ev_per_a": [[-1.237, 1.813, -0.620], [0.197, -3.747, -0.374], [0.005, 0.391, 0.075], [-0.278, 0.312, -0.608], [-0.808, 0.281, -0.362], [0.878, -0.734, 0.970], [0.636, -0.765, -0.538], [0.624, 0.122, 0.474], [-0.017, 2.327, 0.984]],
  "mulliken_charge": [-0.25, -0.08, -0.63, -0.65, -0.45, 0.45, 0.26, 0.15, 0.19],
  "spin_multiplicity": 1,
  "de_lowest_ev": 3.059,
  "charge": -1,
  "lumo_ev": 4.15
}


Entry 4:
{
  "formula": "C4H13N3S",
  "method": "ωB97M-V with the def2-TZVPD basis set",
  "species": ["N", "C", "N", "C", "C", "N", "C", "S", "H", "H", "H", "H", "H", "H", "H", "H", "H", "H", "H", "H", "H"],
  "xyz": [[-2.919, 0.886, -0.542], [-2.516, -0.209, 0.371], [-1.342, 0.223, 1.085], [-0.125, -0.250, 0.454], [0.923, -0.386, 1.482], [2.022, -1.131, 0.999], [0.345, 0.757, -0.618], [1.783, 0.179, -1.586], [-2.469, 0.744, -1.499], [-2.596, 1.795, -0.165], [-3.364, -0.528, 0.934], [-2.460, -1.102, -0.388], [-1.466, -0.154, 2.049], [-0.280, -1.169, -0.057], [1.298, 0.675, 1.688], [0.454, -0.610, 2.483], [2.837, -1.199, 1.625], [1.644, -2.098, 0.904], [0.890, 1.509, 0.056], [-0.484, 0.992, -1.339], [1.380, -1.039, -1.834]],
  "forces_ev_per_a": [[0.373, 0.107, -1.556], [-0.364, 0.337, -3.674], [-1.121, -1.688, 1.379], [-0.103, 1.131, -0.419], [0.723, 2.916, 2.457], [0.378, -2.868, 0.628], [0.805, -0.012, 0.574], [0.175, 1.148, -0.565], [-0.946, 0.479, 1.922], [-0.242, -0.912, -0.366], [-0.337, 0.339, 1.262], [0.783, 1.054, 1.486], [0.763, 0.374, -0.918], [-0.297, -1.334, -0.359], [-0.340, -1.078, -0.157], [0.456, -0.651, -0.684], [-0.726, 0.256, -0.236], [0.923, 0.683, -0.102], [-1.621, 0.095, -1.683], [1.061, 0.524, 1.179], [-0.339, -0.900, -0.169]],
  "mulliken_charge": [-0.69, -0.46, -0.45, 0.18, -0.97, -0.36, -0.69, -0.20, 0.29, 0.31, 0.36, 0.25, 0.28, 0.49, 0.32, 0.27, 0.23, 0.24, 0.33, 0.17, 0.09],
  "spin_multiplicity": 1,
  "smiles": "NCN[C@H](CN)CS",
  "de_lowest_ev": 2.278,
  "lumo_ev": 0.83
}


Entry 5:
{
  "formula": "C5H7NO",
  "method": "ωB97M-V with the def2-TZVPD basis set",
  "species": ["C", "C", "C", "C", "O", "C", "N", "H", "H", "H", "H", "H", "H", "H"],
  "xyz": [[1.288, -0.684, -1.060], [0.700, -0.051, 0.189], [-0.419, 0.999, -0.097], [-1.634, 0.237, 0.510], [-0.461, -0.265, 2.233], [-0.319, -0.728, 1.084], [-1.539, -1.095, 0.468], [2.012, -1.473, -0.834], [1.818, 0.096, -1.623], [0.510, -1.099, -1.708], [1.470, 0.314, 0.868], [-0.198, 2.007, 0.265], [-0.691, 1.026, -1.157], [-2.537, 0.714, 0.864]],
  "forces_ev_per_a": [[-0.050, -0.098, -0.003], [0.154, -0.010, 0.001], [-0.094, -0.013, -0.049], [-1.625, -1.011, -2.267], [1.809, -1.914, 0.499], [0.863, 0.658, 1.778], [-0.529, 1.946, 0.393], [-0.146, 0.101, 0.042], [-0.119, -0.179, 0.078], [0.074, 0.034, 0.121], [-0.069, 0.280, -0.250], [-0.234, -0.295, 0.140], [0.319, 0.231, -0.032], [-0.354, 0.269, -0.452]],
  "mulliken_charge": [-1.41, 0.08, -0.69, -0.25, -0.56, 1.07, -0.68, 0.36, 0.35, 0.34, 0.37, 0.32, 0.32, 0.38],
  "spin_multiplicity": 1,
  "de_lowest_ev": 3.992,
  "lumo_ev": 0.43
}


Entry 6:
{
  "formula": "C5H14O",
  "method": "ωB97M-V with the def2-TZVPD basis set",
  "species": ["C", "C", "C", "O", "H", "H", "H", "H", "H", "H", "H", "H", "C", "C", "H", "H", "H", "H", "H", "H"],
  "xyz": [[-0.890, -1.868, 0.139], [-1.009, -0.961, 1.311], [-1.452, 0.449, 1.032], [-1.988, -1.560, 2.239], [-1.548, -1.761, -0.716], [-1.070, -2.961, 0.486], [0.143, -1.769, -0.356], [-0.023, -0.916, 1.868], [-1.400, 0.781, -0.037], [-2.534, 0.456, 1.204], [-0.831, 1.185, 1.548], [-1.565, -1.703, 3.091], [1.339, 1.930, -1.186], [2.162, 0.698, -1.682], [0.440, 2.031, -1.807], [1.074, 1.815, -0.132], [2.075, 2.765, -1.315], [2.237, 0.882, -2.765], [1.672, -0.267, -1.546], [3.169, 0.774, -1.376]],
  "forces_ev_per_a": [[1.616, -2.563, -1.104], [0.415, -0.253, 1.777], [-0.383, 0.769, -1.684], [0.520, 0.354, -0.337], [-0.649, 0.593, 0.231], [0.710, 1.775, -0.543], [-1.261, -0.318, 0.933], [-0.929, -0.255, -0.718], [0.358, -0.690, 0.551], [0.304, 0.535, 0.583], [-0.685, 0.002, 0.449], [-0.029, 0.046, -0.134], [1.366, -0.692, -0.147], [-1.680, 1.183, -1.508], [0.270, 0.309, 0.319], [-0.060, 0.268, -0.126], [-1.203, -0.209, 0.196], [-0.041, -0.471, 0.065], [0.309, 0.069, 0.267], [1.053, -0.452, 0.932]],
  "mulliken_charge": [-1.14, 0.65, -1.18, -0.57, 0.32, 0.31, 0.18, 0.23, 0.21, 0.41, 0.25, 0.31, -0.68, -0.75, 0.24, 0.13, 0.32, 0.27, 0.17, 0.32],
  "spin_multiplicity": 1,
  "smiles": "CC(C)O.CC",
  "de_lowest_ev": 1.240,
  "lumo_ev": 0.93
}


Entry 7:
{
  "formula": "C7H10N2P",
  "method": "ωB97M-V with the def2-TZVPD basis set",
  "species": ["C", "C", "C", "C", "C", "C", "C", "N", "N", "P", "H", "H", "H", "H", "H", "H", "H", "H", "H", "H"],
  "xyz": [[1.031, 1.598, 0.160], [1.977, 0.594, 0.573], [1.352, -1.866, 0.773], [-0.328, 1.566, 0.332], [0.791, -2.121, -0.391], [-1.206, 0.186, -1.315], [-2.419, 0.743, 0.740], [1.938, -0.664, 1.037], [-1.333, 0.869, -0.098], [-0.513, -1.958, -1.533], [1.620, 2.604, -0.016], [3.045, 0.908, 0.325], [1.579, -2.791, 1.420], [-2.063, 0.153, -1.932], [-0.413, 0.671, -1.812], [-2.411, -0.080, 1.429], [-2.533, 1.693, 1.309], [-3.401, 0.629, 0.019], [2.846, -0.933, 1.519], [0.444, -1.801, -2.540]],
  "forces_ev_per_a": [[2.075, 0.417, 0.398], [0.826, 1.576, -2.114], [-1.149, -3.082, -0.961], [0.149, -0.274, -0.166], [-2.322, 0.265, -0.228], [1.201, -1.801, -0.869], [-5.977, 1.117, -0.424], [3.238, 0.209, 2.593], [3.718, 0.274, 0.164], [0.823, 0.966, 1.620], [-1.722, -1.985, 0.286], [-1.514, -0.136, 1.099], [-0.025, 1.958, -0.500], [-1.229, 0.119, -0.256], [0.825, 0.183, -0.939], [0.354, -0.590, 0.098], [-0.056, -0.820, -0.325], [2.241, 0.228, 2.040], [-1.296, 1.065, -0.781], [-0.160, 0.314, -0.735]],
  "mulliken_charge": [-0.64, -0.15, 0.05, 0.57, -0.29, -1.00, -0.86, -0.17, 0.08, 0.13, 0.26, 0.32, 0.34, 0.48, 0.49, 0.32, 0.38, 0.29, 0.30, 0.10],
  "spin_multiplicity": 1,
  "de_lowest_ev": 7.049,
  "charge": 1,
  "lumo_ev": [-5.50, -4.87]
}


Electronic energy across the listed records, respectively: -2207.7170, -268.3311, -701.8824, -722.5852, -324.5778, -274.0965, -723.0611 Eh.